## w
C2H3N3O | wB97M-V/def2-TZVPD

Total charge = 0
Orbital gap (alpha / beta) = 9.00 / 8.86 eV

Atoms and positions in Å:
1 C -1.21 1.25 -0.13
2 C 0.72 -0.52 0.49
3 N -0.83 2.56 0.11
4 N -0.66 2.20 -1.05
5 N 1.63 -0.96 -0.43
6 O 0.49 -1.75 -0.02
7 H -2.20 0.84 -0.19
8 H 0.90 -0.34 1.54
9 H 1.50 -0.62 -1.38

## x
C2H3N3O | wB97M-V/def2-TZVPD

Total charge = 0
Orbital gap = 9.88 eV

Atoms and positions in Å:
1 O 1.91 0.75 -0.39
2 C 0.68 0.31 0.00
3 N 0.19 0.35 1.18
4 N -1.55 -0.27 0.73
5 N -1.33 -0.72 -0.44
6 C -0.24 -0.32 -1.00
7 H 2.34 1.09 0.41
8 H -1.85 -0.71 1.60
9 H -0.15 -0.48 -2.07

Which one sits at the top of the stability order? x does.

## w
C2H3N3O | wB97M-V/def2-TZVPD

Total charge = 0
Orbital gap = 9.29 eV

Atoms and positions in Å:
1 C 0.56 -0.07 0.06
2 C -0.95 1.05 -0.29
3 H 2.56 -0.07 0.94
4 H -1.53 1.90 -0.64
5 H -0.42 -1.84 0.07
6 N 0.36 1.10 -0.33
7 N -1.55 -0.19 -0.16
8 N -0.52 -0.89 0.06
9 O 1.71 -0.74 0.50

## x
C2H3N3O | wB97M-V/def2-TZVPD

Total charge = 0
Orbital gap = 10.34 eV
SMILES = Oc1nc[nH]n1

Atoms and positions in Å:
1 O 2.21 0.31 -0.02
2 C 0.88 0.14 0.05
3 N 0.10 1.08 0.54
4 N -1.12 0.52 0.39
5 C -1.02 -0.69 -0.18
6 N 0.25 -0.98 -0.40
7 H 2.54 -0.33 -0.66
8 H -1.94 1.05 0.63
9 H -1.87 -1.31 -0.41

Which one sits at the top of the stability order? x does.

## w
CH3ClO2PS | wB97M-V/def2-TZVPD

Total charge = -1
Orbital gap = 8.20 eV
SMILES = CS[P@@](=O)([O-])Cl

Atoms and positions in Å:
1 C 1.35 -0.22 -0.08
2 O -1.00 1.03 1.39
3 O -1.07 1.01 -1.28
4 P -1.25 0.39 0.06
5 S -0.04 -1.45 0.09
6 Cl -3.17 -0.41 0.00
7 H 2.27 -0.88 -0.27
8 H 1.51 0.12 1.02
9 H 1.41 0.41 -0.94

## x
CH3ClO2PS | wB97M-V/def2-TZVPD

Total charge = -1
Orbital gap = 7.19 eV

Atoms and positions in Å:
1 C 0.89 0.42 -0.10
2 O -3.34 -0.85 0.08
3 O -1.98 1.35 0.26
4 P -2.05 -0.13 -0.02
5 S -0.16 -1.04 -0.11
6 Cl 3.02 -1.82 -0.15
7 H 1.06 1.00 -0.96
8 H 1.83 0.04 0.21
9 H 0.73 1.03 0.79

Which one sits at the top of the stability order? w does.

## w
C2H6N4 | wB97M-V/def2-TZVPD

Total charge = 0
Orbital gap = 9.69 eV
SMILES = [H]/N=C\N(N)/C=N/[H]

Atoms and positions in Å:
1 C -1.39 0.19 0.01
2 C 0.84 -0.85 0.07
3 H -0.06 2.27 -0.39
4 H 1.07 1.89 0.61
5 H -1.79 1.16 0.16
6 H -1.80 -1.67 -0.22
7 H 0.22 -1.72 0.35
8 H 2.58 -1.60 -0.13
9 N 0.57 1.54 -0.16
10 N -0.03 0.25 0.04
11 N -2.28 -0.74 -0.15
12 N 2.07 -0.72 -0.17

## x
C2H6N4 | wB97M-V/def2-TZVPD

Total charge = 0
Orbital gap (alpha / beta) = 7.74 / 8.13 eV

Atoms and positions in Å:
1 C -0.83 1.25 -0.14
2 C -0.68 -0.22 -0.20
3 N 2.01 -0.25 0.21
4 N -0.04 -1.07 0.71
5 N 0.84 -0.83 -0.30
6 N -1.50 -1.15 -0.79
7 H 2.08 -0.38 1.22
8 H 2.80 -0.65 -0.27
9 H -2.05 -1.59 -0.04
10 H -1.71 1.52 0.45
11 H 0.06 1.72 0.29
12 H -0.97 1.64 -1.15

Which one sits at the top of the stability order? w does.

## w
C2H9BN | wB97M-V/def2-TZVPD

Total charge = +1
Orbital gap = 10.08 eV

Atoms and positions in Å:
1 B -0.90 -0.26 -1.00
2 C -3.02 0.58 0.06
3 C -1.65 0.60 0.03
4 N 2.43 -0.39 0.47
5 H -1.32 -0.50 -1.97
6 H 0.38 -0.64 -0.81
7 H -3.61 -0.02 -0.68
8 H -3.51 0.93 1.00
9 H -1.06 0.82 0.95
10 H 1.62 -0.20 1.19
11 H 2.84 -1.38 0.70
12 H 3.14 0.25 0.58
13 H 1.74 -0.43 -0.36

## x
C2H9BN | wB97M-V/def2-TZVPD

Total charge = +1
Orbital gap = 11.24 eV
SMILES = B[C@@H](C)[NH3+]

Atoms and positions in Å:
1 B 1.66 -0.44 -0.04
2 C -0.23 1.38 -0.05
3 C 0.00 0.01 0.46
4 N -0.93 -1.05 0.02
5 H 0.69 1.92 0.47
6 H 1.63 -0.41 -1.20
7 H -1.12 1.95 0.09
8 H 0.02 1.52 -1.17
9 H 2.92 -0.77 0.34
10 H -0.34 0.06 1.51
11 H -1.95 -0.73 -0.06
12 H -1.21 -1.68 0.88
13 H -0.54 -1.44 -0.91

## y
C2H9BN | wB97M-V/def2-TZVPD

Total charge = +1
Orbital gap = 10.00 eV

Atoms and positions in Å:
1 B 2.46 0.18 0.10
2 C 0.47 -0.63 -0.11
3 C -0.47 0.52 -0.06
4 N -1.88 -0.04 0.05
5 H 2.58 1.26 0.33
6 H 3.18 -0.59 -0.25
7 H 0.58 -0.86 -1.21
8 H 0.23 -1.59 0.56
9 H -0.17 1.14 0.83
10 H -0.38 1.12 -0.86
11 H -1.97 -0.85 -0.45
12 H -2.63 0.77 0.06
13 H -2.00 -0.44 0.99

Which one sits at the top of the stability order? w does.

## w
CH2ClFP2 | wB97M-V/def2-TZVPD

Total charge = 0
Orbital gap (alpha / beta) = 8.34 / 8.34 eV

Atoms and positions in Å:
1 C 0.69 -0.25 0.18
2 F -1.56 -1.16 1.63
3 P -0.44 -0.46 -1.33
4 P -1.14 0.16 0.71
5 Cl 1.77 1.13 0.14
6 H 1.18 -1.10 0.52
7 H -0.51 1.69 -1.86

## x
CH2ClFP2 | wB97M-V/def2-TZVPD

Total charge = 0
Orbital gap = 10.15 eV
SMILES = FP1#[PH][C@H]1Cl

Atoms and positions in Å:
1 C 0.07 -0.27 0.66
2 F -0.93 2.06 -0.03
3 P -0.73 -0.62 -0.95
4 P 0.39 1.11 -0.46
5 Cl 1.58 -1.16 1.24
6 H -0.52 0.06 1.42
7 H 0.15 -1.18 -1.88

Which one sits at the top of the stability order? x does.

## w
C3H8N4O | wB97M-V/def2-TZVPD

Total charge = 0
Orbital gap = 9.96 eV

Atoms and positions in Å:
1 C -1.84 -0.37 0.42
2 C -0.75 -0.26 -0.65
3 C 2.53 -0.03 0.01
4 H -2.65 0.14 -1.49
5 H -3.02 -1.44 -0.63
6 H -1.85 -1.49 0.69
7 H -1.65 0.33 1.55
8 H 0.35 0.10 0.91
9 H 3.82 -0.36 0.20
10 H 3.11 1.94 0.71
11 H 1.66 1.88 0.43
12 N -3.09 -0.29 -0.38
13 N 0.36 -0.06 -0.11
14 N 1.67 -0.77 -0.58
15 N 2.31 1.22 0.75
16 O -0.95 -0.55 -1.83

## x
C3H8N4O | wB97M-V/def2-TZVPD

Total charge = 0
Orbital gap = 8.28 eV
SMILES = NC(N)=N[C@H](N)C=O

Atoms and positions in Å:
1 C 0.96 0.50 0.03
2 N 0.75 0.68 -1.32
3 N 1.94 1.33 0.57
4 N -1.08 -1.51 -0.82
5 C -1.20 0.50 0.87
6 C -0.62 -1.24 0.51
7 N 0.55 -0.54 0.73
8 O -1.86 0.97 -0.02
9 H 0.77 1.64 -1.64
10 H -0.02 0.14 -1.69
11 H 2.20 1.06 1.51
12 H 2.76 1.44 -0.02
13 H -1.13 -2.51 -0.99
14 H -1.98 -1.06 -0.98
15 H -1.22 0.55 1.96
16 H -0.81 -1.97 1.29

Which one sits at the top of the stability order? x does.

## w
C3H8N4O | wB97M-V/def2-TZVPD

Total charge = 0
Orbital gap = 8.87 eV

Atoms and positions in Å:
1 C 1.39 0.13 0.57
2 C 0.35 -0.47 -0.28
3 C -1.05 0.11 -0.33
4 N 1.19 1.26 1.26
5 N -1.95 -0.83 -0.69
6 O 1.03 -0.35 -1.68
7 N 0.45 -1.61 0.47
8 N -1.25 1.31 0.09
9 H 0.80 0.49 -2.08
10 H 2.42 -0.19 0.43
11 H 1.83 1.48 2.01
12 H 0.25 1.65 1.14
13 H -1.60 -1.78 -0.66
14 H -2.93 -0.64 -0.62
15 H 1.29 -2.15 0.28
16 H -2.23 1.59 0.06

## x
C3H8N4O | wB97M-V/def2-TZVPD

Total charge = 0
Orbital gap = 9.58 eV
SMILES = [H]/N=N\N(C)C(=O)NC

Atoms and positions in Å:
1 C 2.29 0.32 0.33
2 C -2.32 -1.09 0.40
3 N 0.95 0.47 -0.20
4 N -1.26 -0.25 -0.08
5 C 0.07 -0.59 0.07
6 N 0.46 1.74 -0.21
7 N 0.20 2.09 -1.37
8 O 0.43 -1.71 0.41
9 H -1.43 0.74 -0.24
10 H 0.45 1.37 -2.06
11 H 2.76 -0.56 -0.11
12 H 2.89 1.20 0.09
13 H 2.24 0.19 1.42
14 H -2.02 -1.57 1.34
15 H -3.20 -0.48 0.56
16 H -2.52 -1.86 -0.35

Which one sits at the top of the stability order? x does.